ORCA calculation (ωB97M-V/def2-TZVPD) on the ion C5H12NS with charge -1.

Computed properties:
SMILES string: CN(C)CCC[S-]
Kohn-Sham gap in eV: 5.52
Highest occupied orbital energy in eV: -2.11
E in a.u.: -650.65095
LUMO level in eV: 3.41

Structure (ORCA input):
```
! wB97M-V def2-TZVPD RIJCOSX def2/J DEFGRID3
* xyz -1 1
C 0.307 -1.379 -0.903
C 1.775 -1.157 -0.563
S 2.849 -2.396 -1.387
C -0.712 -0.659 0.008
N -0.243 0.625 0.510
C -0.385 1.657 -0.495
C -0.903 0.989 1.755
H 0.099 -2.449 -0.887
H 0.109 -1.079 -1.946
H 2.098 -0.181 -0.932
H 1.886 -1.177 0.525
H -0.892 -1.299 0.878
H -1.657 -0.521 -0.539
H -1.373 1.659 -0.976
H 0.374 1.525 -1.267
H -0.190 2.634 -0.050
H -0.618 0.266 2.516
H -0.524 1.972 2.056
H -2.000 0.970 1.698
*
```